Molecular formula: C14H19NO4RuSSi
Method: DFT, ωB97M-V with the def2-TZVPD basis set

The total charge is +1. As for the lowest unoccupied orbital energy (spin up / spin down): -4.5 / -5.0 eV. For the HOMO energy (spin up / spin down), the calculation gives -12.01 / -11.80 eV. The calculation puts the total energy at -1682.95238 Eh. The energy relative to the best compared isomer or geometry (same formula, charge and spin) is 0.0 kJ/mol. The spin multiplicity is 2.

Each line ends with the Löwdin charge.
Cartesian coordinates (Å):
Ru (0.284, -1.811, 0.511)  1.1401
O (-1.926, -0.413, 3.706)  0.2068
C (-1.072, -0.789, 2.791)  -0.4064
O (-1.392, -1.489, 1.822)  -0.0182
C (0.329, -0.350, 3.001)  -0.1448
C (0.903, 0.401, 4.016)  0.0582
C (2.276, 0.610, 3.955)  0.0118
C (3.046, 0.061, 2.927)  0.0691
C (2.402, -0.683, 1.957)  -0.1299
N (1.092, -0.839, 2.030)  -0.0204
C (3.035, -1.441, 0.781)  -0.5092
O (4.216, -1.402, 0.617)  0.1583
O (2.167, -2.149, 0.039)  -0.1848
H (-2.817, -0.741, 3.494)  0.1666
H (0.301, 0.802, 4.819)  0.1358
H (2.756, 1.197, 4.725)  0.1274
H (4.118, 0.196, 2.874)  0.1404
C (-1.780, 3.607, -0.476)  -0.1857
Si (-0.836, 2.512, -1.657)  0.4356
C (-1.880, 2.044, -3.137)  -0.1845
C (0.798, 3.261, -2.163)  -0.1797
C (-0.432, 0.922, -0.771)  -0.1285
C (-0.135, -0.142, -0.243)  -0.2443
H (-2.096, 4.527, -0.971)  0.0377
H (-1.163, 3.888, 0.379)  0.0313
H (-2.674, 3.106, -0.103)  0.0311
H (-2.127, 2.935, -3.719)  0.0368
H (-2.819, 1.578, -2.833)  0.0321
H (-1.349, 1.353, -3.793)  0.0327
H (0.628, 4.141, -2.785)  0.0384
H (1.399, 2.553, -2.735)  0.0360
H (1.379, 3.577, -1.295)  0.0338
C (0.542, -3.950, -2.190)  -0.3487
S (-0.608, -3.645, -0.837)  0.7820
C (-2.009, -2.942, -1.730)  -0.3493
H (0.848, -3.009, -2.641)  0.0539
H (0.055, -4.598, -2.915)  0.0521
H (1.411, -4.452, -1.773)  0.0477
H (-2.404, -3.694, -2.410)  0.0509
H (-1.695, -2.053, -2.271)  0.0441
H (-2.769, -2.682, -0.997)  0.0441

Atomic forces in eV per Å
-0.043 -1.034 0.424
0.029 0.006 -0.071
-0.323 0.104 0.106
0.134 -0.002 0.358
0.217 0.048 0.025
-0.256 -0.164 -0.120
0.232 -0.044 -0.123
-0.020 0.114 0.240
-0.061 -0.178 -0.145
0.142 0.196 -0.510
-0.085 0.114 0.036
0.087 -0.062 -0.103
-0.224 0.307 0.513
0.015 -0.008 -0.005
-0.001 0.001 0.001
0.011 0.003 -0.002
0.000 0.002 0.006
0.055 -0.034 -0.024
-0.042 -0.066 -0.097
0.063 0.125 0.085
-0.101 0.004 0.035
0.075 -0.058 0.167
-0.023 0.123 -0.519
0.000 -0.001 -0.023
0.005 -0.015 0.010
-0.009 -0.002 -0.006
-0.003 -0.009 -0.012
0.008 -0.017 0.019
0.012 -0.010 0.002
0.001 0.002 -0.014
-0.006 -0.007 -0.017
-0.001 -0.024 0.019
0.025 0.026 0.008
0.114 0.610 -0.222
-0.024 -0.064 -0.015
-0.020 -0.017 -0.037
0.023 -0.009 -0.009
0.004 0.018 0.013
-0.009 0.004 0.000
-0.012 0.001 0.003
0.010 0.014 0.007

***

Molecular formula: C14H20AsF22O4S2
Method: DFT, ωB97M-V with the def2-TZVPD basis set

The total charge is -1. As for the lowest unoccupied orbital energy: 2.2 eV. For the HOMO energy, the calculation gives -6.87 eV. The calculation puts the total energy at -6075.73374 Eh. The energy relative to the best compared isomer or geometry (same formula, charge and spin) is 194.8 kJ/mol. The spin multiplicity is 1.

Each line ends with the Löwdin charge.
Cartesian coordinates (Å):
As (4.429, -40.294, -16.357)  0.8748
F (5.897, -39.831, -17.274)  -0.2941
F (4.162, -38.524, -16.138)  -0.2826
F (2.992, -40.655, -15.410)  -0.2715
F (4.840, -41.994, -16.446)  -0.2681
F (5.285, -40.307, -14.769)  -0.2904
F (3.441, -40.380, -17.854)  -0.2884
C (3.322, -33.929, -18.318)  -0.0513
C (4.017, -33.921, -19.628)  -0.4664
C (5.170, -35.013, -19.663)  -0.3224
F (6.114, -34.826, -18.724)  0.1058
F (4.727, -36.246, -19.466)  0.1199
F (3.152, -34.157, -20.628)  0.1363
F (4.607, -32.731, -19.873)  0.1232
O (2.625, -35.167, -18.106)  0.0377
C (2.100, -35.305, -16.852)  -0.4971
C (1.321, -36.652, -16.749)  -0.2795
F (0.988, -36.952, -15.470)  0.0972
F (0.178, -36.705, -17.447)  0.0984
F (3.172, -35.558, -16.094)  0.1342
F (1.424, -34.176, -16.408)  0.1226
H (2.643, -33.082, -18.224)  0.1501
H (4.087, -33.883, -17.539)  0.1478
H (5.579, -34.991, -20.680)  0.1668
H (1.954, -37.464, -17.114)  0.1632
C (3.831, -38.345, -12.970)  -0.0027
C (4.289, -38.821, -11.607)  -0.4261
C (5.018, -40.207, -11.511)  -0.3027
F (4.350, -41.389, -11.501)  0.0838
F (6.054, -40.306, -12.371)  0.0799
F (5.228, -37.995, -11.062)  0.0904
F (3.322, -38.988, -10.675)  0.1148
O (2.970, -37.128, -12.902)  0.0665
C (3.541, -35.954, -12.468)  -0.5318
C (4.711, -35.347, -13.264)  -0.2643
F (5.617, -34.435, -12.794)  0.0805
F (5.509, -36.197, -13.939)  0.0738
F (2.576, -35.014, -12.437)  0.1422
F (3.883, -36.081, -11.162)  0.1206
H (3.496, -39.235, -13.504)  0.1244
H (4.704, -38.109, -13.576)  0.1152
H (5.401, -40.145, -10.489)  0.1572
H (4.322, -34.874, -14.177)  0.1517
C (9.781, -41.104, -15.048)  -0.2451
S (9.614, -39.265, -15.295)  0.8460
O (11.027, -38.888, -14.894)  -0.6114
C (9.597, -39.299, -17.132)  -0.2652
H (8.889, -41.604, -15.433)  0.0445
H (9.990, -41.266, -13.996)  0.0441
H (10.517, -41.537, -15.727)  0.0459
H (10.493, -39.827, -17.465)  0.0437
H (9.672, -38.303, -17.563)  0.0454
H (8.773, -39.910, -17.499)  0.0404
C (4.703, -42.543, -19.974)  -0.2869
S (4.943, -42.920, -21.732)  0.8211
O (3.911, -44.007, -21.985)  -0.5771
C (4.246, -41.347, -22.258)  -0.2868
H (3.678, -42.556, -19.608)  0.0630
H (5.167, -41.613, -19.642)  0.0429
H (5.238, -43.295, -19.391)  0.0453
H (4.807, -40.452, -21.993)  0.0562
H (3.275, -41.211, -21.782)  0.0571
H (4.154, -41.542, -23.327)  0.0372

Atomic forces in eV per Å
0.459 0.490 0.814
-1.124 -0.672 0.643
-0.204 -1.392 -0.332
0.264 0.288 -0.625
-0.243 0.688 -0.533
-0.272 0.423 -1.535
1.053 0.274 1.258
-0.385 0.084 1.710
1.048 -1.751 0.338
-0.312 0.407 -1.401
0.080 0.907 0.086
-0.946 -0.809 0.077
-0.027 -0.203 -0.407
-0.003 0.244 0.249
-1.356 0.769 -1.048
0.061 -0.636 -0.623
-0.191 -0.897 -0.003
0.308 0.706 0.063
-0.450 0.732 -0.532
0.474 0.717 1.868
0.834 -1.384 -0.356
0.009 0.024 -0.125
0.104 0.424 -0.045
0.424 0.273 0.175
0.406 0.285 -0.009
0.925 0.951 0.348
0.470 -1.504 -0.092
1.358 -0.034 1.101
-0.769 0.654 -0.918
-0.259 0.110 0.085
0.176 -0.163 -0.132
-0.741 0.644 -0.076
0.753 -0.680 -0.581
0.087 -0.720 1.737
0.762 1.593 -4.358
-1.132 -0.263 1.760
0.735 -2.254 0.582
-0.187 -0.053 -0.770
0.220 0.327 0.294
-1.525 0.609 -0.092
0.164 0.043 0.349
0.352 0.109 -0.015
-1.259 0.591 0.958
-1.236 0.293 -1.344
2.092 -1.422 -0.111
-0.982 0.640 -0.304
0.569 -0.788 0.091
-0.478 0.087 0.751
-0.091 -0.032 -0.112
0.692 0.631 0.328
0.226 0.025 0.341
-0.501 0.086 0.277
-0.425 0.502 0.106
1.169 -0.320 0.994
-1.405 -0.493 1.721
0.977 1.096 -0.367
-0.619 -0.330 -0.437
-0.210 0.006 -0.688
-0.040 0.223 -0.429
-0.074 -0.243 -0.161
0.557 -0.319 -0.232
-0.156 -0.329 -0.200
-0.202 0.737 -0.109

***

Molecular formula: C14H20BN6O4OsS2
Method: DFT, ωB97M-V with the def2-TZVPD basis set

The total charge is -1. As for the lowest unoccupied orbital energy: 2.4 eV. For the HOMO energy, the calculation gives -5.09 eV. The calculation puts the total energy at -2086.90002 Eh. The energy relative to the best compared isomer or geometry (same formula, charge and spin) is 0.0 kJ/mol. The spin multiplicity is 1.

Each line ends with the Löwdin charge.
Cartesian coordinates (Å):
Os (0.589, 0.034, 1.368)  1.2743
C (-2.083, -3.626, -0.893)  0.0011
C (-2.762, -2.468, -0.264)  -0.3279
N (-4.019, -2.204, -0.397)  0.1126
N (-4.228, -1.132, 0.423)  -0.0002
C (-3.148, -0.743, 1.132)  -0.8080
S (-3.151, 0.356, 2.372)  0.6313
N (-2.179, -1.574, 0.624)  -0.0429
N (-0.804, -1.587, 0.919)  -0.0117
H (-2.825, -4.144, -1.495)  0.0857
H (-1.713, -4.308, -0.124)  0.0932
H (-1.245, -3.318, -1.516)  0.0605
H (-5.152, -0.770, 0.576)  0.1380
H (-0.350, -1.913, 0.044)  0.0612
H (-0.640, -2.283, 1.652)  0.1133
C (-0.349, 4.984, -2.619)  -0.0554
C (0.033, 3.535, -2.486)  -0.2699
C (-0.832, 2.627, -1.879)  -0.0337
C (-0.464, 1.306, -1.702)  -0.0755
C (0.782, 0.872, -2.139)  -0.2797
C (1.647, 1.756, -2.761)  -0.0480
C (1.268, 3.080, -2.931)  -0.0287
S (1.330, -0.779, -1.766)  0.5605
O (0.108, -1.586, -1.740)  -0.3744
O (2.328, -1.099, -2.754)  -0.3061
N (1.882, -0.800, -0.290)  -0.3368
C (3.138, -0.069, -0.086)  -0.2052
C (2.905, 1.389, 0.325)  -0.6178
O (3.699, 2.264, 0.076)  0.0617
O (1.785, 1.604, 1.016)  -0.2285
H (-1.425, 5.100, -2.747)  0.0729
H (0.152, 5.449, -3.469)  0.0722
H (-0.060, 5.536, -1.722)  0.0844
H (-1.803, 2.961, -1.532)  0.1139
H (-1.150, 0.610, -1.233)  0.0937
H (2.613, 1.405, -3.097)  0.1170
H (1.953, 3.774, -3.405)  0.1134
H (3.793, -0.099, -0.957)  0.1094
H (3.671, -0.542, 0.743)  0.1190
C (-0.323, 0.966, 2.708)  -0.2874
H (-0.623, 2.016, 2.625)  -0.0174
H (-0.575, 0.546, 3.686)  -0.0301
B (1.464, -3.226, 4.667)  -0.4265
C (1.206, -2.114, 3.567)  -0.1596
N (1.002, -1.329, 2.744)  -0.0871
H (0.815, -2.927, 5.649)  -0.0097
H (1.084, -4.278, 4.189)  -0.0116
H (2.653, -3.251, 4.902)  -0.0095

Atomic forces in eV per Å
-0.390 0.584 -0.134
0.076 0.046 0.048
-0.133 0.074 0.031
-0.034 0.035 -0.032
-0.041 0.021 0.006
-0.097 -0.102 0.028
-0.028 0.129 -0.054
0.059 -0.010 -0.170
0.273 -0.539 0.140
0.025 -0.017 -0.018
0.011 0.003 -0.009
-0.002 0.037 -0.021
0.011 -0.013 0.006
0.012 0.147 0.090
-0.063 0.043 -0.016
0.007 -0.016 0.003
-0.028 0.019 0.010
0.018 0.034 -0.008
-0.059 -0.034 0.023
0.004 0.014 0.044
0.011 0.024 0.032
0.014 -0.034 -0.005
-0.218 -0.170 0.086
0.006 -0.036 -0.059
0.018 -0.029 -0.034
0.127 0.140 0.144
-0.028 0.061 -0.022
-0.303 -0.046 0.200
0.057 0.075 -0.064
0.482 -0.279 -0.053
-0.001 0.002 -0.001
0.000 0.003 0.001
0.000 0.007 -0.001
-0.002 0.001 0.002
0.041 -0.017 -0.011
0.011 0.009 -0.013
0.004 -0.003 0.004
-0.018 0.026 -0.009
-0.007 -0.026 -0.009
-0.097 -0.251 -0.132
0.017 0.014 -0.005
0.078 0.086 0.082
-0.022 -0.032 0.008
-0.056 -0.007 -0.086
0.266 -0.018 0.011
0.008 0.009 -0.018
0.003 0.015 0.001
-0.011 0.018 -0.016

***

> Look up the total charge of the third one.

-1